[1]
{"formula": "C9H33N11O7", "method": "ωB97M-V/def2-TZVPD", "total_energy_ev": -40593.504, "spin_multiplicity": 2, "total_charge": -1, "fmax_ev_per_a": 6.26, "elements": ["C", "O", "N", "N", "H", "H", "H", "H", "C", "O", "N", "N", "H", "H", "H", "H", "C", "O", "N", "N", "H", "H", "H", "H", "C", "O", "N", "N", "H", "H", "H", "H", "C", "O", "N", "N", "H", "H", "H", "H", "C", "C", "C", "O", "C", "N", "H", "H", "H", "H", "H", "H", "H", "H", "H", "H", "H", "O", "H", "H"], "positions_angstrom": [[-3.682, 0.015, -0.420], [-3.580, -1.072, 0.125], [-2.720, 0.500, -1.125], [-4.709, 0.826, -0.432], [-2.949, 1.266, -1.743], [-1.949, -0.110, -1.354], [-4.678, 1.704, -0.930], [-5.472, 0.623, 0.198], [-2.232, 0.993, 4.078], [-1.081, 1.371, 4.219], [-2.760, -0.159, 4.472], [-3.062, 1.714, 3.458], [-3.701, -0.414, 4.208], [-2.149, -0.685, 5.080], [-4.040, 1.466, 3.414], [-2.678, 2.451, 2.883], [-0.011, -1.613, 0.928], [1.124, -1.898, 1.202], [-0.782, -0.978, 1.775], [-0.572, -1.796, -0.261], [-0.542, -0.941, 2.755], [-1.570, -0.415, 1.486], [-1.579, -1.866, -0.221], [0.067, -2.336, -0.828], [1.030, -0.613, -5.289], [1.067, 0.272, -6.096], [0.567, -0.618, -4.115], [1.374, -1.861, -5.608], [0.081, 0.168, -3.708], [0.679, -1.491, -3.620], [1.683, -2.029, -6.555], [1.275, -2.743, -5.126], [-1.322, -4.024, -3.648], [-0.946, -2.903, -3.324], [-1.077, -5.133, -2.981], [-2.012, -4.238, -4.760], [-0.599, -4.941, -2.112], [-1.461, -6.006, -3.314], [-2.065, -3.453, -5.393], [-2.308, -5.183, -4.958], [5.286, 2.696, 0.197], [4.109, 3.344, 0.899], [3.144, 2.432, 1.757], [1.986, 3.292, 1.936], [0.921, 2.592, 2.567], [4.649, 4.294, 1.814], [4.802, 1.893, -0.359], [5.753, 1.980, 0.874], [6.015, 3.192, -0.445], [3.520, 3.966, 0.225], [3.673, 2.030, 2.622], [2.854, 1.623, 1.086], [0.042, 3.234, 2.525], [1.204, 2.574, 3.619], [0.682, 1.678, 2.023], [3.847, 4.870, 2.030], [5.235, 4.850, 1.207], [0.418, -1.719, 4.623], [0.848, -1.907, 3.789], [0.353, -0.764, 4.649]], "forces_ev_per_angstrom": [[-0.532, -1.340, 0.489], [-0.300, -1.272, 1.264], [4.017, 1.411, -2.742], [-3.269, 0.705, 1.020], [0.547, -0.032, -0.068], [-0.041, 0.222, -0.091], [-0.159, 0.083, 0.279], [-0.083, 0.241, -0.134], [2.087, -1.089, 1.031], [1.786, -0.728, 0.791], [0.570, -1.861, 1.524], [-3.851, 3.837, -3.097], [0.424, -0.315, 0.248], [-0.618, -0.515, -0.138], [0.104, 0.326, -0.467], [-0.478, 0.084, 0.083], [0.048, 1.007, 0.222], [2.628, -1.367, 0.542], [-2.058, 1.657, 2.572], [0.218, -0.469, -1.558], [0.017, 0.138, -0.382], [-0.124, -0.434, -0.076], [-0.275, -0.414, -0.701], [-0.890, -0.122, -0.594], [0.098, -0.727, -2.745], [0.270, 2.153, -1.382], [-1.734, 1.036, 5.856], [2.156, -3.791, -2.954], [0.280, -0.250, -0.048], [-0.757, 0.596, 0.469], [0.015, 0.452, 0.152], [-0.382, 0.720, 0.597], [0.107, 1.709, -0.412], [0.394, -0.119, 0.393], [0.801, -1.001, 1.575], [-0.952, 0.009, -1.623], [-0.214, -0.936, 0.105], [0.415, 0.059, 0.783], [-0.346, -0.456, -0.105], [-0.120, 0.599, -0.600], [-1.469, -3.091, 0.097], [0.028, -0.110, 0.559], [0.000, 1.407, -3.082], [1.298, -0.876, -0.041], [0.150, 1.307, 0.174], [0.584, 1.268, 0.904], [-0.002, 0.147, -1.178], [0.807, 0.689, 0.622], [-0.393, 0.526, 0.364], [-0.555, -0.903, -0.696], [-0.359, 0.368, 0.446], [-0.235, -0.483, 0.235], [0.019, 0.037, -0.150], [-0.412, -1.107, 0.105], [0.166, -0.350, 0.551], [0.067, 0.510, 0.626], [0.374, 0.671, 0.411], [-0.241, -0.234, 0.325], [0.358, -0.190, -0.439], [0.015, 0.605, 0.089]]}

***

[2]
{"formula": "C6H12O4", "method": "ωB97M-V/def2-TZVPD", "total_energy_ev": -14602.343, "e_above_lowest_kj_mol": 469.80, "spin_multiplicity": 1, "fmax_ev_per_a": 2.86, "elements": ["C", "C", "C", "O", "H", "H", "H", "H", "H", "H", "H", "H", "C", "C", "C", "O", "O", "O", "H", "H", "H", "H"], "positions_angstrom": [[1.458, 0.903, -1.220], [-0.770, 1.441, 0.173], [0.811, 0.153, -2.253], [2.170, 0.411, -0.244], [1.919, -0.534, -0.049], [1.487, 1.985, -1.246], [0.652, 0.745, -3.149], [-1.170, 1.871, -0.746], [-1.469, 1.629, 0.981], [0.151, 1.923, 0.488], [1.350, -0.762, -2.496], [-0.286, -0.404, -1.816], [-1.152, -0.456, 0.355], [-0.067, -0.946, 1.292], [0.048, -0.695, 2.587], [-2.385, -0.392, 1.000], [0.863, -1.718, 0.614], [-1.135, -1.070, -0.794], [-3.020, -0.893, 0.472], [0.377, -1.993, -0.195], [0.865, -1.104, 3.162], [-0.695, -0.093, 3.084]], "forces_ev_per_angstrom": [[0.263, -0.952, 0.066], [-1.076, -1.710, 0.861], [-0.262, -0.356, 0.436], [-0.682, 0.537, -0.778], [-0.037, -0.201, 0.072], [0.018, 0.035, -0.040], [-0.266, 0.100, 0.124], [0.014, -0.206, -0.086], [-0.134, 0.335, -0.009], [0.247, -0.297, -0.061], [0.073, -0.096, 0.124], [0.623, 0.601, 0.732], [1.040, 2.643, -0.296], [-0.069, -0.113, 0.322], [0.074, -0.110, -0.195], [-0.192, -0.070, 0.007], [0.246, 0.115, -0.051], [0.062, -0.423, -1.159], [0.236, 0.065, -0.114], [-0.185, 0.073, 0.035], [0.050, -0.010, 0.030], [-0.044, 0.042, -0.021]]}

***

[3]
{"formula": "C38H37N3O4", "method": "ωB97M-V/def2-TZVPD", "total_energy_ev": -52661.950, "spin_multiplicity": 1, "fmax_ev_per_a": 3.16, "elements": ["C", "C", "O", "C", "C", "N", "C", "C", "C", "C", "C", "C", "C", "C", "C", "C", "C", "C", "C", "O", "H", "H", "H", "H", "H", "H", "H", "H", "H", "H", "H", "H", "H", "H", "H", "H", "C", "O", "C", "C", "C", "C", "C", "C", "N", "C", "C", "C", "C", "C", "C", "N", "C", "C", "C", "C", "C", "O", "C", "C", "C", "H", "H", "H", "H", "H", "H", "H", "H", "H", "H", "H", "H", "H", "H", "H", "H", "H", "H", "H", "H", "H"], "positions_angstrom": [[-2.431, -4.778, -3.956], [-1.020, -4.526, -3.464], [-0.907, -3.349, -2.697], [0.340, -3.284, -2.127], [0.530, -2.205, -1.176], [1.598, -2.109, -0.413], [1.590, -1.814, 0.921], [2.830, -1.385, 1.533], [3.097, -1.449, 2.911], [4.336, -1.112, 3.407], [5.347, -0.710, 2.557], [5.103, -0.626, 1.200], [3.871, -0.963, 0.698], [0.390, -2.123, 1.677], [0.009, -1.423, 2.830], [-1.178, -1.709, 3.465], [-2.022, -2.684, 2.965], [-1.665, -3.392, 1.833], [-0.470, -3.134, 1.216], [1.223, -4.106, -2.335], [-2.528, -5.742, -4.466], [-3.133, -4.779, -3.116], [-2.751, -3.997, -4.653], [-0.663, -5.351, -2.832], [-0.312, -4.447, -4.299], [-0.347, -1.623, -0.937], [2.346, -1.816, 3.590], [4.529, -1.168, 4.469], [6.324, -0.471, 2.946], [5.877, -0.297, 0.530], [3.685, -0.930, -0.359], [0.626, -0.624, 3.192], [-1.471, -1.156, 4.346], [-2.975, -2.880, 3.429], [-2.326, -4.134, 1.408], [-0.188, -3.716, 0.356], [7.471, -5.204, 2.978], [6.078, -5.391, 2.943], [5.631, -6.328, 1.990], [4.257, -6.506, 1.877], [3.740, -7.412, 0.944], [4.608, -8.132, 0.108], [5.991, -7.973, 0.230], [6.483, -7.091, 1.154], [3.815, -8.931, -0.731], [4.305, -9.955, -1.648], [2.491, -8.719, -0.434], [2.388, -7.802, 0.616], [1.219, -7.477, 1.342], [-0.092, -7.807, 0.914], [-0.516, -7.963, -0.405], [-1.813, -8.399, -0.419], [-2.551, -8.726, -1.634], [-2.269, -8.542, 0.903], [-1.219, -8.151, 1.750], [-1.347, -8.241, 3.138], [-2.528, -8.731, 3.682], [-2.749, -8.889, 5.059], [-1.645, -8.586, 5.876], [-3.576, -9.115, 2.813], [-3.462, -9.029, 1.450], [7.700, -4.423, 3.703], [7.957, -6.129, 3.289], [7.826, -4.891, 1.996], [3.595, -5.933, 2.498], [6.650, -8.542, -0.400], [7.550, -6.978, 1.241], [5.391, -9.925, -1.696], [3.996, -10.941, -1.302], [3.901, -9.785, -2.645], [1.680, -9.268, -0.876], [1.353, -7.062, 2.325], [0.056, -7.752, -1.288], [-3.526, -9.150, -1.402], [-2.692, -7.827, -2.230], [-1.984, -9.450, -2.219], [-0.529, -7.942, 3.764], [-1.897, -8.827, 6.909], [-0.787, -9.188, 5.577], [-1.413, -7.524, 5.807], [-4.478, -9.500, 3.259], [-4.263, -9.346, 0.807]], "forces_ev_per_angstrom": [[-0.261, 0.501, 0.238], [0.291, -0.730, -0.427], [-0.229, -0.056, 0.033], [2.102, 1.976, 1.300], [-1.636, -0.105, -0.575], [1.843, -0.223, 1.422], [-0.487, -0.330, -2.448], [0.173, -0.462, -0.052], [-0.232, -0.117, -0.204], [0.146, 0.005, 0.198], [0.458, 0.153, 0.188], [0.090, -0.071, 0.017], [-0.144, 0.086, -0.128], [-0.673, 0.596, 0.335], [0.095, -0.266, -0.498], [-0.453, -0.224, 0.239], [-0.471, 0.149, 0.349], [0.059, -0.194, -0.016], [0.274, -0.155, 0.353], [-0.392, -0.965, -0.624], [0.253, 0.098, 0.031], [0.027, 0.039, -0.047], [0.008, -0.092, 0.091], [-0.131, -0.077, -0.271], [-0.163, -0.230, 0.005], [-0.576, -0.117, 0.302], [-0.118, -0.027, 0.101], [-0.032, -0.067, 0.124], [0.144, 0.131, 0.110], [0.245, 0.056, -0.182], [-0.103, 0.068, -0.254], [0.190, 0.277, 0.090], [-0.012, 0.095, 0.103], [-0.154, 0.026, 0.183], [-0.116, -0.171, 0.070], [0.007, 0.003, -0.078], [0.296, 0.087, 0.017], [-1.099, -1.429, -1.361], [0.137, 0.541, 0.564], [0.037, -0.118, -0.122], [0.853, 0.298, 0.387], [-0.218, 0.502, 0.508], [-0.813, -0.585, -0.608], [0.082, 0.701, 0.739], [-1.541, 0.105, 0.233], [-0.192, 0.054, -0.012], [1.758, -0.244, -0.110], [-0.765, 0.693, 0.677], [0.050, -0.950, -1.449], [0.636, 0.282, 0.329], [-1.281, -0.625, 0.443], [0.964, 0.216, 0.017], [0.093, 0.204, -0.074], [0.699, 0.151, 0.414], [-0.464, -0.031, 0.030], [-0.317, -0.150, 0.244], [0.019, 0.000, 0.666], [-0.215, -0.013, -1.913], [0.171, 0.090, 0.195], [0.154, 0.026, 0.640], [0.335, 0.157, -0.594], [-0.241, -0.064, -0.061], [0.249, -0.034, -0.014], [0.211, 0.030, -0.008], [-0.133, 0.295, 0.216], [0.315, -0.042, -0.096], [0.131, -0.011, -0.045], [-0.078, 0.099, 0.043], [0.047, 0.003, 0.015], [0.057, 0.029, 0.004], [0.219, -0.283, -0.218], [0.003, 0.198, 0.297], [-0.201, 0.136, -0.361], [0.130, 0.057, 0.161], [-0.060, 0.032, -0.022], [-0.047, -0.036, 0.005], [0.217, 0.088, 0.176], [-0.181, -0.012, -0.186], [0.199, 0.023, 0.067], [0.188, 0.084, 0.073], [-0.153, -0.046, 0.049], [-0.274, -0.086, -0.034]]}

***

Question: Which formula does entry 3 have?
Answer: C38H37N3O4